Record 1
# C21H22N6Pd

A structure of composition C21H22N6Pd (wB97M-V/def2-TZVPD, OMol25).

Values from the calculation:
- Energy above the lowest of the compared OMol25 structures with the same formula, charge and spin: 105.8 kJ/mol
- Electronic energy: -1269.794995 Eh
- LUMO energy: 0.885 eV
- F_max: 0.007 hartree/bohr
- Charge: 0

Structure (XYZ):
```
50
Properties=species:S:1:pos:R:3:forces:R:3:lowdin_charge:R:1
Pd 1.351814 0.204116 -0.029648 0.00 0.27 0.00 0.291
C -2.224355 -0.480617 -0.072362 0.19 0.12 0.01 -0.121
N -1.011983 -1.284185 -0.035859 -0.11 -0.21 -0.01 -0.188
C -0.844306 -2.120068 -1.209208 0.00 0.03 0.00 -0.164
C -0.672459 -1.333257 -2.483511 -0.01 -0.01 -0.04 -0.281
C -0.949585 -1.903834 -3.722413 0.00 -0.03 -0.03 -0.031
C -0.689186 -1.168105 -4.865117 -0.03 -0.06 -0.01 -0.079
C -0.176317 0.113158 -4.735612 0.04 0.08 0.02 -0.072
C 0.043129 0.602843 -3.457008 -0.06 -0.05 -0.09 -0.130
N -0.199749 -0.103178 -2.358027 0.05 0.11 -0.13 0.092
C -0.891977 -2.085538 1.166118 0.01 0.05 0.01 -0.162
C -0.741833 -1.266888 2.423656 -0.02 -0.01 0.04 -0.274
C -1.088517 -1.789879 3.666185 -0.01 -0.03 0.02 -0.031
C -0.845099 -1.031124 4.797400 -0.03 -0.05 0.02 -0.079
C -0.278826 0.225768 4.652960 0.04 0.08 -0.02 -0.072
C 0.009926 0.668911 3.371172 -0.07 -0.05 0.09 -0.129
N -0.216183 -0.060148 2.283660 0.08 0.09 0.14 0.092
C -2.045379 1.031979 0.029021 0.03 -0.04 0.01 -0.261
C -3.191746 1.812713 0.159029 -0.05 0.02 0.01 -0.035
C -3.070941 3.187831 0.233798 0.02 -0.01 0.00 -0.079
C -1.802733 3.746535 0.178771 -0.01 -0.01 0.01 -0.075
C -0.720104 2.890787 0.050652 -0.05 0.08 0.01 -0.142
N -0.834223 1.567576 -0.023776 0.13 -0.12 -0.03 0.065
H -2.761855 -0.674153 -1.006791 -0.02 0.00 0.00 0.129
H -2.900499 -0.784094 0.736379 -0.03 0.00 -0.01 0.127
H 0.068866 -2.703340 -1.065296 0.00 -0.02 0.01 0.121
H -1.675107 -2.836971 -1.339752 -0.01 -0.01 0.02 0.126
H -1.358260 -2.905187 -3.786057 0.00 0.00 0.02 0.109
H -0.888601 -1.585210 -5.844305 0.00 -0.01 0.01 0.102
H 0.041999 0.720077 -5.604134 0.00 0.01 0.01 0.098
H 0.431914 1.603422 -3.298566 0.00 0.00 0.01 0.104
H -1.740482 -2.782200 1.292809 -0.01 -0.01 -0.02 0.125
H 0.013098 -2.690315 1.066568 0.01 -0.02 0.00 0.122
H -1.537384 -2.773053 3.741127 0.00 0.00 -0.01 0.108
H -1.098523 -1.411576 5.779019 0.00 -0.01 -0.01 0.103
H -0.072234 0.849805 5.512181 0.00 0.01 -0.01 0.098
H 0.441386 1.649817 3.200211 0.01 0.00 0.00 0.104
H -4.166760 1.340536 0.203587 0.01 -0.01 0.00 0.111
H -3.948403 3.813942 0.335756 0.00 -0.01 0.00 0.102
H -1.655903 4.816697 0.235639 0.02 -0.01 0.00 0.097
H 0.292186 3.276505 0.007739 0.00 -0.02 -0.01 0.095
N 5.507738 -0.517085 -0.002267 0.04 -0.09 0.01 0.037
C 5.589844 0.851273 -0.033865 -0.11 0.10 0.00 -0.112
C 4.300007 1.291863 -0.048560 0.08 0.04 -0.02 -0.158
N 3.438177 0.221728 -0.028647 -0.20 -0.28 0.03 -0.119
C 4.191351 -0.852324 0.002108 0.09 0.14 -0.03 -0.207
H 6.280639 -1.156413 0.015567 -0.01 -0.02 0.00 0.143
H 6.527796 1.376352 -0.042490 0.00 -0.02 0.00 0.102
H 3.932234 2.301524 -0.073392 0.00 0.00 0.00 0.090
H 3.837411 -1.867014 0.025549 0.00 0.00 0.00 0.107
```
Positions in Å, forces in eV/Å.

---

Record 2
# C21H22N8O2Re

A structure of composition C21H22N8O2Re at a distorted geometry (wB97M-V/def2-TZVPD, OMol25).

Values from the calculation:
- Energy above the lowest of the compared OMol25 structures with the same formula, charge and spin: 93.9 kJ/mol
- Spin multiplicity: 2
- Electronic energy: -1479.650545 Eh
- LUMO energy (alpha / beta): -7.322 / -7.277 eV
- F_max: 0.044 hartree/bohr
- Charge: +2

Structure (XYZ):
```
54
Properties=species:S:1:pos:R:3:forces:R:3:mulliken_spin:R:1
Re 0.153360 -0.207295 0.785067 0.29 -2.15 -0.62 0.779
C -0.180101 -3.125776 -0.505956 0.00 0.14 -0.14 -0.002
N 0.446073 -2.534529 0.700326 0.06 0.46 -0.32 -0.006
C 1.893567 -2.802861 0.814747 0.03 -0.06 -0.02 -0.011
C 2.639848 -1.691970 0.158344 0.21 -0.11 -0.02 -0.007
N 2.094820 -0.503096 -0.102984 -0.64 0.39 0.26 0.002
C 3.104706 0.266824 -0.699991 0.46 -0.05 -0.05 -0.004
C 3.103826 1.556688 -1.219063 -0.07 0.05 0.00 0.011
C 4.295816 2.040351 -1.722439 -0.03 0.02 0.00 0.002
C 5.462679 1.266097 -1.732811 0.04 -0.08 -0.01 -0.002
C 5.466539 -0.032542 -1.265101 0.04 -0.11 -0.01 0.001
C 4.269443 -0.507021 -0.750443 -0.22 0.37 -0.05 -0.003
N 3.921680 -1.738027 -0.203192 -0.07 -0.12 0.01 0.005
C -1.170477 -2.160853 -1.068050 -0.08 -0.20 -0.06 0.008
N -1.066867 -0.854002 -0.881022 0.47 0.81 1.79 0.018
C -2.131741 -0.254640 -1.553594 -0.31 -0.10 -0.32 0.023
C -2.480315 1.081143 -1.716765 0.03 0.02 0.05 -0.002
C -3.599285 1.345353 -2.481476 0.05 0.06 0.04 0.001
C -4.357742 0.318949 -3.060039 -0.06 -0.13 -0.05 0.000
C -4.013520 -1.010490 -2.914405 0.01 -0.06 0.01 0.002
C -2.878945 -1.271168 -2.159276 0.14 0.35 0.10 -0.004
N -2.231796 -2.458745 -1.822910 0.15 -0.03 0.03 0.007
H -0.661105 -4.078589 -0.279821 0.06 -0.03 0.03 0.001
H 0.587169 -3.314088 -1.260835 -0.01 0.01 -0.01 -0.001
H 0.012583 -2.946385 1.519362 0.05 0.01 0.01 -0.001
H 2.172843 -3.765892 0.379839 -0.01 -0.01 0.01 0.002
H 2.144422 -2.839313 1.877944 -0.03 -0.01 -0.05 0.001
H 2.202865 2.149595 -1.256063 -0.04 -0.03 0.01 0.001
H 4.331074 3.039724 -2.133988 -0.02 0.00 0.01 0.000
H 6.376531 1.687979 -2.127391 -0.02 -0.01 -0.03 0.000
H 6.350185 -0.655108 -1.310379 0.03 0.06 0.04 0.000
H 4.540120 -2.529393 -0.101788 -0.06 -0.02 0.03 0.000
H -1.885720 1.875763 -1.285274 -0.02 -0.01 -0.03 0.002
H -3.895260 2.371709 -2.650364 -0.01 -0.01 0.02 0.000
H -5.232302 0.571084 -3.643819 0.01 0.02 0.01 0.000
H -4.596206 -1.806338 -3.358151 0.00 0.04 -0.05 0.000
H -2.498685 -3.382962 -2.125971 0.01 -0.02 0.00 0.000
C -1.710418 3.591678 1.739307 0.00 0.04 0.12 0.000
C -1.201680 2.190286 1.718595 0.02 0.15 0.11 0.009
N -0.276097 1.737820 0.876964 -0.25 -0.47 -0.05 0.063
O 0.203234 2.665470 -0.036179 -0.03 0.25 -0.34 -0.001
C -1.629826 1.197296 2.632856 0.01 0.06 0.28 0.112
C -2.586066 1.432020 3.746719 0.05 -0.02 0.14 -0.003
N -1.042853 0.025126 2.395007 0.17 0.60 -1.79 -0.025
O -1.366298 -0.959694 3.380012 -0.32 -0.19 0.54 -0.004
H -1.339123 4.146152 0.884188 -0.03 0.04 0.03 0.000
H -1.406674 4.099625 2.657196 0.03 0.03 -0.04 -0.001
H -2.800624 3.604072 1.718155 0.00 -0.04 -0.04 -0.001
H 0.947120 3.127412 0.379541 -0.01 -0.01 0.13 0.002
H -3.315185 2.192690 3.478029 0.03 0.00 -0.04 0.001
H -2.055017 1.783039 4.635981 -0.01 0.00 -0.01 0.015
H -3.106101 0.515921 4.013038 -0.06 0.03 0.01 0.005
N 0.417651 -2.620025 3.471400 -0.15 0.13 0.38 0.004
C -0.422126 -1.829064 3.466923 0.09 -0.09 -0.03 0.002
```
Positions in Å, forces in eV/Å.

---

Record 3
# C21H22NO6S2

A cluster of 2 separate species, C21H22NO6S2 in total at a distorted geometry (wB97M-V/def2-TZVPD, OMol25).

Values from the calculation:
- Electronic energy: -2115.987198 Eh
- LUMO energy: 1.992 eV
- F_max: 0.029 hartree/bohr
- Charge: -1

Structure (XYZ):
```
52
Properties=species:S:1:pos:R:3:forces:R:3:lowdin_charge:R:1
C -4.114737 -0.616060 0.051810 -0.04 0.03 -0.03 -0.078
C -2.704546 -0.602386 0.663395 0.91 -0.01 -0.39 -0.565
C -2.864365 -0.615658 2.188942 0.10 0.02 -0.01 -0.055
C -1.848366 -1.790580 0.170050 -0.16 0.11 0.17 -0.083
C -0.330493 -1.733197 0.540857 -0.09 1.07 0.15 -0.510
O 0.256964 -2.817441 0.601812 -0.21 0.31 0.03 -0.037
N 0.285111 -0.525166 0.776616 -0.74 -0.44 -0.31 0.120
C -0.370545 0.644807 0.553862 -0.34 -0.68 0.10 -0.526
O 0.159388 1.761057 0.633300 -0.28 -0.50 0.02 -0.038
C -1.883585 0.613542 0.166984 -0.28 -0.02 0.13 -0.081
H -4.109311 -0.617651 -1.044873 0.16 0.01 0.13 0.074
H -4.688045 -1.494978 0.377751 0.20 0.02 -0.02 0.074
H -4.691516 0.261252 0.376124 0.16 -0.04 -0.04 0.075
H -1.895009 -0.621931 2.699153 -0.11 0.02 -0.11 0.086
H -3.428267 0.268674 2.517214 0.13 -0.11 -0.03 0.077
H -3.428206 -1.505460 2.504883 0.13 0.13 -0.06 0.077
H -2.228548 -2.730192 0.568776 0.01 -0.19 -0.06 0.105
H -1.922798 -1.830874 -0.929934 0.06 -0.06 0.24 0.118
H -1.946026 0.612746 -0.935532 0.05 0.16 0.26 0.118
H -2.317603 1.540898 0.539268 -0.01 0.19 -0.11 0.105
C 8.574675 0.035229 -2.860446 -0.13 0.00 0.15 -0.088
C 7.383279 0.512785 -3.414231 0.09 0.16 0.15 -0.067
C 6.468206 1.202140 -2.614222 0.01 -0.25 -0.03 -0.056
C 6.743539 1.390775 -1.262415 0.12 0.06 0.22 -0.275
S 5.513412 2.218153 -0.214219 -0.74 -0.57 -0.80 0.700
C 4.891529 0.990398 0.987941 0.76 -0.32 0.37 -0.356
C 4.893416 1.184460 2.311784 0.41 0.41 -1.36 0.077
S 4.287537 -0.571786 0.362329 -0.69 -0.17 0.05 0.672
C 5.423699 -1.820703 0.963914 0.37 -0.14 -0.07 -0.256
C 6.452191 -2.239016 0.118064 0.21 0.19 0.28 -0.058
C 7.423087 -3.117467 0.602260 -0.24 -0.17 0.14 -0.077
C 7.281539 -3.664751 1.884358 -0.02 0.19 -0.07 -0.088
C 6.206959 -3.296786 2.705653 0.01 0.06 -0.26 -0.074
C 5.274238 -2.362955 2.244702 0.25 0.08 -0.07 -0.051
O 3.041633 -0.794905 1.015878 0.41 -0.15 0.01 -0.258
O 4.443716 -0.503569 -1.064246 0.06 -0.18 -0.06 -0.298
O 6.213564 3.214063 0.541091 0.21 0.29 0.44 -0.311
O 4.405119 2.566190 -1.068924 0.68 -0.04 0.49 -0.284
C 7.967222 0.993126 -0.719057 -0.23 -0.32 -0.14 -0.064
C 8.861619 0.264892 -1.509989 -0.01 0.20 -0.07 -0.088
H 9.286850 -0.511601 -3.484788 -0.27 0.15 0.24 0.102
H 7.157228 0.344414 -4.471297 0.10 0.09 0.41 0.108
H 5.542168 1.580014 -3.034085 0.01 -0.16 0.17 0.119
H 4.513483 0.416222 2.980292 -0.06 0.31 -0.07 0.083
H 5.317451 2.118846 2.666018 -0.15 -0.11 0.30 0.079
H 6.494349 -1.854473 -0.899143 0.05 0.04 0.24 0.108
H 8.283911 -3.373357 -0.025882 -0.43 -0.04 0.25 0.105
H 8.015053 -4.388440 2.243968 -0.17 0.24 -0.06 0.099
H 6.100449 -3.730315 3.707106 0.03 0.17 -0.48 0.107
H 4.439492 -2.048280 2.867225 0.09 -0.10 -0.16 0.116
H 8.201257 1.231879 0.314783 -0.07 -0.15 -0.09 0.118
H 9.787854 -0.119817 -1.071351 -0.32 0.24 -0.18 0.105
```
Positions in Å, forces in eV/Å.

---

Record 4
# C21H23BrCl2KN2Se

A structure of composition C21H23BrCl2KN2Se (wB97M-V/def2-TZVPD, OMol25).

Values from the calculation:
- Energy above the lowest of the compared OMol25 structures with the same formula, charge and spin: 46.2 kJ/mol
- Electronic energy: -7419.306016 Eh
- LUMO energy: 2.143 eV
- F_max: 0.011 hartree/bohr
- Charge: -1

Structure (XYZ):
```
51
Properties=species:S:1:pos:R:3:forces:R:3:lowdin_charge:R:1
K -0.083535 0.618487 -0.582612 0.52 0.02 -0.21 0.433
C -0.948313 2.099314 3.393339 0.06 0.05 -0.05 -0.118
N -0.260877 2.752505 2.292730 0.00 -0.01 -0.01 -0.263
C 0.923622 3.432203 2.779048 -0.03 -0.04 -0.08 -0.129
C -1.133838 3.710147 1.593364 0.01 -0.03 0.02 -0.211
C -2.313690 3.062515 0.899614 -0.04 -0.03 0.02 -0.319
C -3.579799 3.171472 1.478997 0.01 -0.03 -0.07 -0.101
C -4.678191 2.549384 0.891053 0.09 -0.04 -0.07 -0.138
C -4.484454 1.816467 -0.275118 0.10 0.07 0.05 -0.141
C -3.207228 1.737078 -0.838785 -0.06 0.04 0.08 -0.201
C -2.064478 2.359108 -0.297329 -0.34 0.16 0.01 -0.207
H -1.269462 2.822795 4.166229 0.00 -0.01 -0.01 0.085
H -0.281038 1.370698 3.861812 -0.03 0.02 -0.02 0.075
H -1.831257 1.578867 3.026859 0.00 0.01 -0.03 0.068
H 0.680916 4.238354 3.494656 0.00 0.02 0.02 0.081
H 1.470530 3.876105 1.943220 -0.04 -0.03 0.04 0.083
H 1.581762 2.723855 3.287722 -0.01 0.01 0.00 0.059
H -0.515557 4.195700 0.835259 -0.02 0.02 0.00 0.106
H -1.468935 4.488358 2.307230 -0.02 -0.02 0.02 0.111
H -3.715690 3.741631 2.396941 0.01 -0.01 -0.01 0.091
H -5.663824 2.633923 1.335816 0.01 0.00 0.00 0.080
H -5.326964 1.315449 -0.745113 0.01 0.02 0.00 0.080
H -3.108839 1.153008 -1.760191 -0.06 0.06 0.09 0.068
Se 0.485577 -2.057905 -2.183495 -0.03 -0.16 -0.08 0.444
C 0.632094 -2.543285 -4.018608 0.08 -0.01 -0.14 -0.730
C -0.190177 -1.974354 -5.001213 0.11 -0.10 -0.06 -0.158
C -0.075615 -2.336932 -6.339219 0.00 0.04 0.12 -0.123
C 0.862017 -3.279558 -6.741971 0.01 0.00 0.09 -0.138
C 1.685251 -3.856433 -5.781301 -0.03 0.06 0.11 -0.125
C 1.573145 -3.495012 -4.443339 -0.13 0.10 -0.09 -0.164
H -0.922677 -1.236477 -4.701849 -0.03 0.01 0.01 0.084
H -0.723940 -1.874475 -7.076302 0.00 0.00 0.04 0.089
H 0.949965 -3.559048 -7.784196 0.00 -0.01 -0.02 0.082
H 2.425668 -4.592584 -6.076802 -0.01 0.01 0.02 0.088
H 2.219728 -3.945991 -3.701354 0.01 -0.02 -0.01 0.078
Br 6.322902 -2.628610 2.633971 0.02 -0.01 0.01 0.721
C 4.751109 -1.761491 2.025641 0.07 -0.05 0.02 -0.696
C 4.281848 -0.649695 2.697111 -0.07 0.08 0.05 -0.119
C 3.126512 -0.056211 2.210095 -0.07 0.00 -0.05 -0.135
N 2.458393 -0.493422 1.143693 0.01 -0.04 -0.12 0.056
C 2.934733 -1.570823 0.511824 0.02 0.03 0.06 -0.132
C 4.084178 -2.241938 0.919808 -0.08 -0.01 -0.08 -0.100
H 4.788864 -0.257827 3.567935 -0.02 0.00 -0.03 0.097
H 2.717326 0.818042 2.706677 0.01 -0.03 -0.03 0.092
H 2.382410 -1.916242 -0.363074 0.04 0.05 0.08 -0.004
H 4.434972 -3.111030 0.380069 -0.03 0.04 0.01 0.105
Cl -1.061275 -1.240841 1.499386 0.01 -0.20 0.40 0.528
C -2.132671 -2.550151 1.993148 0.01 -0.06 -0.09 -0.986
Cl -1.258710 -4.044869 2.378083 -0.01 0.07 -0.01 0.500
H -2.812721 -2.755030 1.178795 -0.02 -0.03 -0.09 0.032
H -2.659771 -2.235233 2.881747 -0.05 0.04 0.07 0.023
```
Positions in Å, forces in eV/Å.